This record from the OMol25 dataset describes a cluster of 2 separate species, C12H16N2O in total at a distorted geometry. The level of theory is wB97M-V/def2-TZVPD.

Each line ends with the natural charge from an NBO analysis.
Positions of all 31 atoms, in Å:
1 C 1.63222 -2.26255 1.63222  -0.502
2 C -0.68620 2.17380 -3.02382  -0.037
3 C -0.14018 1.41264 1.56031  -0.243
4 C -0.01901 3.59434 0.38033  -0.258
5 C 0.41941 -2.65113 2.51184  0.681
6 H 0.41382 3.13157 2.63225  0.236
7 H 2.41760 -2.75147 2.05650  0.233
8 C 0.03866 2.87463 1.58008  -0.229
9 C -0.73504 1.10500 -2.16519  -0.086
10 H -1.32394 -2.40571 1.34729  0.366
11 O 0.49807 -3.03269 3.63738  -0.600
12 H -0.88484 2.47342 -4.02857  0.219
13 C -0.39389 0.71511 0.40220  -0.214
14 H 0.61210 -3.74348 0.22430  0.211
15 H -1.57272 -3.30149 2.70992  0.403
16 N -0.31268 3.31923 -2.16468  -0.560
17 C -0.86159 -0.34153 -2.63983  -0.634
18 H 0.06906 0.84134 2.50190  0.219
19 H 0.74073 -2.06607 -0.40641  0.192
20 H 1.94939 -1.20471 1.27954  0.252
21 H -0.08928 -0.92812 -2.20836  0.207
22 H -1.77630 -0.70373 -2.24989  0.215
23 C 1.23527 -2.76394 0.17148  -0.603
24 C -0.50972 1.53562 -0.86874  -0.099
25 H 2.07347 -3.15221 -0.35698  0.217
26 C -0.22718 2.96492 -0.82637  0.188
27 H -0.02101 4.82357 0.47698  0.220
28 H -0.48494 4.27980 -2.57163  0.407
29 H -0.83427 -0.69981 -3.69730  0.232
30 N -0.93001 -2.78105 2.09639  -0.846
31 H -0.29700 -0.45532 0.00687  0.214

Calculated values
Molecular weight   204.27 g/mol
Gap between HOMO and LUMO   8.804 eV
HOMO   -8.03 eV
SMILES string   Cc1c[nH]c2ccccc12.CCC(N)=O
2S+1   1